No. 1
15
Properties=species:S:1:pos:R:3 method="wB97M-V/def2-TZVPD" gap_ev=8.24 lumo_energy_ev=0.2 e_homo_ev=-8.038 de_lowest_kj_mol=557.5 total_energy_ha=-399.75324 max_force_ev_per_a=7.00
O 1.2905 -0.6059 -0.6927
O 0.4888 1.9480 -0.1361
N -0.0168 -0.3974 -0.5986
C -0.4452 0.9579 -0.3145
C 2.0421 -0.4125 0.5614
C -0.9702 -1.2313 -0.3364
C -1.7767 0.8699 0.0294
C -2.0148 -0.5793 0.1899
H -2.6682 1.4450 0.3709
H -0.7691 -2.3528 -0.6717
H 1.9891 -1.1570 1.3931
H 3.0204 -0.1744 -0.0194
H 0.8061 2.0994 -1.3511
H 1.8970 0.6330 0.9283
H -2.8731 -1.0428 0.6476

***

No. 2
11
Properties=species:S:1:pos:R:3 method="wB97M-V/def2-TZVPD" gap_ev=9.47 lumo_energy_ev=0.2 e_homo_ev=-9.296 de_lowest_kj_mol=154.7 total_energy_ha=-335.71439 max_force_ev_per_a=0.43
N -1.7049 0.3423 -1.0029
N 0.8529 -0.2397 1.5140
N 0.5859 0.1538 -1.2082
N 1.7853 -0.0159 -0.6644
C 1.8739 -0.2253 0.6368
C -0.4825 0.1260 -0.4144
C -0.3326 -0.0471 0.9847
H -2.5353 -0.0414 -0.5744
H -1.7007 0.3389 -2.0156
H 2.8707 -0.4030 1.0263
H -1.1934 -0.0084 1.6524

***

No. 3
52
Properties=species:S:1:pos:R:3 method="wB97M-V/def2-TZVPD" gap_ev=5.96 charge=+2 lumo_energy_ev=-9.2 e_homo_ev=-15.179 de_lowest_kj_mol=0.0 total_energy_ha=-1207.20198 max_force_ev_per_a=6.39
Ag 4.5845 1.1953 0.9614
Nb 0.4249 -0.3716 0.0206
F 2.9447 -5.9527 1.7812
O 3.0859 2.4038 1.8502
N 1.5430 1.1378 0.5711
N -1.1261 0.4431 0.9419
N 0.3035 0.0099 -1.9139
C 2.5965 -2.3409 1.3496
C -1.4341 1.5556 1.8579
C 0.1938 -1.3315 -2.5103
C 1.3762 -2.2903 0.6717
C 0.5721 2.3833 -2.3493
C 1.2065 -4.7192 0.7460
C -1.7058 1.2948 -2.2738
C 3.1443 -3.5827 1.7162
C 0.6834 -3.4733 0.3570
C -0.9406 2.8788 1.2833
C -2.9481 1.6270 1.9812
C -0.2426 1.1393 -2.6769
C -1.8390 -0.8391 1.1617
C 2.4268 -4.7347 1.4081
C 2.5686 1.5577 1.0922
C -0.1585 0.8521 -4.1684
C -0.7760 1.2691 3.2071
H -1.3121 3.6921 1.9267
H -3.3765 1.7069 0.9750
H 0.8636 0.6011 -4.4633
H 0.5959 2.6199 -1.2794
H 4.0965 -3.6447 2.2335
H -0.9956 2.0873 3.9066
H 1.6117 2.2505 -2.6791
H 0.6654 -5.6349 0.5304
H 0.1609 3.2553 -2.8775
H -2.0877 -0.9855 2.2220
H -2.2688 0.4358 -2.6664
H -2.7618 -0.9352 0.5679
H -0.8341 0.0369 -4.4373
H 0.8885 -1.4323 -3.3594
H -1.1647 0.3337 3.6265
H 3.1175 -1.4113 1.5876
H -0.2621 -3.4353 -0.1885
H -2.1114 2.2209 -2.7050
H -3.3354 0.7339 2.4797
H -0.8318 -1.5446 -2.8597
H 0.3130 1.1783 3.1020
H 0.1518 2.9351 1.2349
H -1.1781 -1.6881 0.8786
H -3.2301 2.5110 2.5649
H 0.4733 -2.1010 -1.7697
H -0.4777 1.7396 -4.7249
H -1.3654 3.0493 0.2848
H -1.8290 1.3135 -1.1768

***

No. 4
58
Properties=species:S:1:pos:R:3 method="wB97M-V/def2-TZVPD" gap_ev=5.92 charge=+4 lumo_energy_ev=-13.2 e_homo_ev=-19.099 de_lowest_kj_mol=3.4 total_energy_ha=-4781.15312 max_force_ev_per_a=0.42
W -0.5378 0.8743 -0.5867
I 1.8700 1.1945 0.9293
Se -2.4371 0.6933 -1.7306
S 0.1786 5.1682 -2.3357
P -0.4657 -2.1321 1.0798
O 0.6468 0.3787 -2.0071
O -0.8130 -0.7172 0.5417
O 0.3388 -3.0453 0.2474
N -0.2693 2.9536 -1.1992
N -1.2978 2.0750 0.9720
N -2.0984 -4.3136 0.7599
N -1.3064 3.9503 2.1333
N 1.8754 -2.1315 2.4494
C -2.5180 0.6642 2.7330
C 2.6891 1.4863 -2.6187
C -2.4252 3.0886 4.2330
C -1.8983 1.8018 2.2173
C 2.1140 -0.9027 -3.2963
C -2.0874 -2.9608 1.4261
C 3.3651 -1.0323 -3.9615
C 0.4138 -1.8859 2.6809
C 2.6963 -3.1802 -4.7717
C -0.2592 5.1957 -0.6867
C -0.4577 3.9316 -0.2392
C -3.0046 1.9470 4.7456
C 1.8069 0.2908 -2.6294
C -3.0631 0.7595 4.0001
C 3.6466 -2.1616 -4.6895
C 1.4605 -3.0811 -4.1176
C 0.0318 3.4906 -2.3660
C -1.8871 2.9866 2.9562
C -0.9911 3.3786 0.9821
C 1.1700 -1.9634 -3.3829
H -0.3578 6.1304 -0.1546
H 0.7423 -3.8835 -4.2115
H 0.1837 2.9132 -3.2665
H 2.9166 -4.0651 -5.3565
H 0.2827 -0.8771 3.0732
H 3.6906 1.2072 -2.2858
H 2.0206 -2.9498 1.8436
H 4.5935 -2.2604 -5.2018
H -2.7718 -4.9489 1.2029
H -2.4104 4.0149 4.7917
H -2.6346 -0.2283 2.1393
H -2.3526 -4.2486 -0.2287
H 0.2122 -1.8702 -2.8902
H 2.2885 -1.3154 1.9652
H 2.3808 -2.2729 3.3299
H -1.1820 4.9266 2.3678
H 2.7892 1.8785 -3.6340
H -2.2343 -3.1141 2.4954
H -1.1652 -4.7452 0.7820
H 0.0641 -2.6039 3.4232
H -2.9309 -2.3859 1.0481
H -3.5794 -0.0905 4.4268
H 2.3156 2.2565 -1.9510
H 4.1032 -0.2444 -3.9070
H -3.4508 1.9756 5.7302

***

No. 5
69
Properties=species:S:1:pos:R:3 method="wB97M-V/def2-TZVPD" gap_ev=8.48 lumo_energy_ev=-0.5 e_homo_ev=-8.985 de_lowest_kj_mol=39.7 total_energy_ha=-1536.67569 max_force_ev_per_a=2.79
O 0.4112 3.7751 -0.9350
O -3.9105 3.8964 -2.4314
N -4.8680 2.8950 3.1398
N -1.6205 3.7587 -2.1005
C -1.3414 6.9055 6.3349
C 3.2577 0.2457 -2.8268
C -4.1350 3.3052 0.7930
C 1.4847 -9.1408 -1.2878
C 1.9023 -4.8126 -2.5281
C -0.7814 7.7910 5.4219
C -5.5873 3.4377 0.2344
C 0.4891 -4.6723 -0.5845
C 2.5571 1.3324 -2.3164
C -1.6414 3.3828 0.3379
C -1.2717 3.1013 1.7110
C 3.2426 2.3804 -1.7152
C -3.0329 3.4731 -0.1390
C -2.6273 5.8972 4.5672
C -3.7887 3.0371 2.1941
C 2.4091 -10.5555 -3.4946
C 2.3952 -3.5407 -2.2616
C 2.4364 -8.5750 -2.1273
C 5.3303 1.2570 -2.1363
C -0.7892 3.6474 -0.9215
C -2.3837 2.9178 2.6590
C 2.9020 -9.2835 -3.2283
C 4.6290 2.3412 -1.6212
C -1.1438 7.7284 4.0816
C -2.0634 6.7790 3.6533
C 1.4547 -11.1198 -2.6572
C -2.2680 5.9618 5.9080
C 0.9479 -5.3772 -1.6907
C 1.9298 -2.8322 -1.1606
C -2.9989 3.7439 -1.6576
C 4.6446 0.2105 -2.7408
C 0.9781 -3.3981 -0.3210
C 0.9958 -10.4149 -1.5511
H 6.4117 1.2281 -2.0663
H -1.0562 6.9517 7.3795
H -2.3419 6.7266 2.6070
H 5.1916 -0.6340 -3.1448
H 3.6483 -8.8441 -3.8798
H -1.4178 4.5841 -2.6753
H 2.3101 -1.8376 -0.9560
H -3.3478 5.1590 4.2336
H -5.9445 4.4999 0.3426
H 2.8164 -7.5808 -1.9226
H 0.6169 -2.8462 0.5391
H -0.2506 -5.1156 0.0723
H -2.7100 5.2752 6.6212
H 3.1417 -3.1010 -2.9132
H -5.5803 3.2215 -0.8654
H -0.2022 3.0283 1.9974
H 0.2562 -10.8580 -0.8943
H 1.4758 1.3625 -2.3874
H -0.7080 8.4202 3.3699
H 2.7222 -0.5739 -3.2926
H 1.0685 -12.1108 -2.8664
H -2.2106 2.6897 3.7327
H -6.3113 2.7529 0.7463
H 2.2625 -5.3643 -3.3893
H 2.6957 3.2270 -1.3194
H -4.5898 2.1498 3.7914
H 1.1234 -8.5887 -0.4275
H 5.1633 3.1563 -1.1473
H -5.6465 2.4876 2.6130
H 0.5617 -6.3680 -1.9001
H -0.0624 8.5302 5.7554
H 2.7692 -11.1069 -4.3554

***

No. 6
8
Properties=species:S:1:pos:R:3 method="wB97M-V/def2-TZVPD" gap_ev=10.53 lumo_energy_ev=-0.7 e_homo_ev=-11.263 de_lowest_kj_mol=526.6 total_energy_ha=-337.22386 max_force_ev_per_a=11.06
O -1.7964 -0.1105 -0.4132
O -0.2712 1.7366 -0.1103
N -0.5035 -0.5704 0.2275
N 2.8173 -0.1916 -0.3232
C 1.7609 0.3807 0.1275
C 0.2584 0.6771 0.1463
H -0.1729 -1.3184 -0.2456
H -2.0926 -0.6035 0.5910

***

No. 7
13
Properties=species:S:1:pos:R:3 method="wB97M-V/def2-TZVPD" gap_ev=8.61 lumo_energy_ev=-1.0 e_homo_ev=-9.594 de_lowest_kj_mol=419.3 total_energy_ha=-249.31353 max_force_ev_per_a=1.07
N 2.2490 -0.0527 1.7641
C 0.7296 0.9789 -1.2750
C 1.6848 -0.1784 0.7616
C -0.5135 -0.7320 -0.2960
C -1.3303 0.3159 0.4463
C 0.9701 -0.2770 -0.5197
H -0.8754 0.5811 1.4060
H -0.4870 -1.6773 0.2500
H -0.9460 -0.9198 -1.2800
H 0.8320 1.8204 -0.5653
H -1.4152 1.2199 -0.1637
H -2.3415 -0.0431 0.6189
H 1.4433 -1.0359 -1.1472

***

No. 8
46
Properties=species:S:1:pos:R:3 method="wB97M-V/def2-TZVPD" gap_ev=6.06 lumo_energy_ev=-0.5 e_homo_ev=-6.573 total_energy_ha=-2078.36861 max_force_ev_per_a=2.32
Ba -0.6713 -0.3637 2.0544
Cl -1.3321 -0.1008 5.0535
Cl 0.7640 1.7281 3.8482
P 2.2198 -0.9868 0.3160
O -2.5718 3.2136 4.1218
O -2.0604 1.6240 2.5516
N -2.3858 -1.3566 -1.5688
C 2.3956 -1.7436 -1.3428
C 1.8300 2.4805 -1.7067
C 0.3529 0.9379 -0.5550
C 1.6276 1.3955 -0.8220
C 0.7320 3.0366 -2.3658
C -3.0350 -2.6250 -1.3291
C 2.7964 0.7165 -0.1494
C -0.7419 1.5108 -1.1741
C -2.2066 -0.4694 -0.4918
C 3.7600 -1.5954 1.0905
C -0.5496 2.5684 -2.0911
C -2.1402 1.0347 -0.8676
C -1.3880 -1.3422 -2.6072
C -0.8931 1.6414 4.6607
C -1.9662 2.2435 3.6768
H -2.9988 -0.6289 0.2762
H -1.7295 -1.9945 -3.4164
H -1.1968 -0.7686 -0.1167
H -1.2531 -0.3177 -2.9833
H 1.7238 -1.2622 -2.0630
H 3.9141 -1.0719 2.0434
H 3.0822 1.2197 0.7920
H -2.8105 1.2339 -1.7174
H -0.3962 -1.7063 -2.2632
H -3.2596 -3.0802 -2.3077
H -2.5535 1.6063 -0.0136
H -1.4260 2.9995 -2.5797
H 2.8464 2.8442 -1.8726
H -3.9731 -2.4679 -0.7728
H 0.2440 -2.2050 3.7787
H 0.1189 -2.7279 3.1888
H 2.1298 -2.8059 -1.2673
H 3.6860 0.6456 -0.7975
H 4.6271 -1.4381 0.4354
H 3.6409 -2.6679 1.2923
H -0.8525 2.2010 5.5994
H -2.4122 -3.3499 -0.7569
H 0.8803 3.8408 -3.0868
H 3.4320 -1.6462 -1.6937

***

No. 9
74
Properties=species:S:1:pos:R:3 method="wB97M-V/def2-TZVPD" gap_ev=5.00 charge=+1 lumo_energy_ev=-5.4 e_homo_ev=-10.370 total_energy_ha=-1781.49549 max_force_ev_per_a=2.52
O -1.0573 -6.3304 0.5480
N -0.0987 1.9257 -1.5755
N -1.9349 1.0151 -1.0202
N -2.0207 1.1794 -2.3930
C 0.0228 -0.5384 3.1897
C -2.9909 0.3880 -0.3799
C -1.5798 -4.0635 1.0429
C -3.0789 0.3868 1.0206
C 3.9459 2.9434 -1.2032
C 0.2004 -2.4746 1.5166
C -5.1195 -0.9077 0.8097
C -4.9596 -0.9601 -0.5849
C -0.7627 2.5697 -3.9738
C 4.1076 -0.1483 0.9242
C -1.4411 0.0470 5.0053
C 0.6789 1.2315 4.7704
C -3.9264 -0.2418 -1.1930
C 3.4877 2.4782 -2.4384
C 1.2695 2.2695 -1.5058
C 2.1288 2.1657 -2.5985
C 2.8941 -0.8364 0.8372
C 0.7616 -4.7215 0.7303
C 0.9414 0.4788 3.6375
C -0.5260 1.0172 5.4546
C 1.7539 2.6050 -0.2447
C 3.0903 2.9815 -0.0971
C 3.3327 1.0979 2.8728
C 0.0895 4.5177 -5.1546
C -0.0887 -7.3926 0.3437
C -0.0953 3.8140 -3.9645
C 0.6449 -1.2395 2.0875
C -1.2035 2.8424 -6.3425
C 1.9197 -0.6102 1.8128
C -0.6138 -5.0637 0.7484
C -1.1568 -0.7645 3.9015
C -1.1718 -2.8036 1.4184
C 1.1422 -3.4493 1.1072
C 2.1244 0.4176 2.7903
C -1.3822 2.1162 -5.1650
C -0.8156 1.5135 -0.4860
C -0.4285 4.0152 -6.3558
C 4.3334 0.7902 1.9453
C -0.9280 1.8250 -2.7292
C -4.1935 -0.2158 1.6114
H -0.2517 4.5489 -7.2931
H 0.5512 -7.5272 1.2291
H 2.1996 -3.2093 1.1395
H -3.8041 -0.1610 -2.2725
H -0.7091 -8.2767 0.1871
H 2.7075 -1.5335 0.0223
H -5.9843 -1.3936 1.2755
H 3.4710 1.8580 3.6450
H -1.9784 1.2046 -5.1424
H 4.8889 -0.3418 0.1888
H -1.8376 -1.5652 3.6083
H -2.6351 -4.3314 1.0082
H 3.4532 3.2969 0.8794
H 1.5139 -5.4655 0.4598
H 0.5363 -7.1996 -0.5413
H -2.3825 -0.0964 5.5354
H 4.1776 2.3962 -3.2831
H -5.6434 -1.5308 -1.2131
H 1.4084 1.9728 5.0981
H 1.0589 2.5637 0.5942
H 0.6440 5.4554 -5.1381
H 5.2938 1.3073 2.0024
H -1.9107 -2.0306 1.6174
H -0.7481 1.6017 6.3472
H 0.2744 4.2201 -3.0238
H -1.6693 2.4939 -7.2647
H -2.2897 0.8843 1.5871
H 1.7439 1.8484 -3.5660
H 4.9806 3.2777 -1.0975
H -4.3545 -0.1368 2.6901

***

No. 10
21
Properties=species:S:1:pos:R:3 method="wB97M-V/def2-TZVPD" gap_ev=8.86 lumo_energy_ev=0.6 e_homo_ev=-8.236 de_lowest_kj_mol=429.8 total_energy_ha=-573.56054 max_force_ev_per_a=1.25
O 0.1427 1.2150 -0.6500
O 2.8852 0.3123 1.6326
O -2.2484 1.7532 0.4170
O 1.3686 -1.1230 0.1409
C 3.0369 0.6395 0.4139
C -2.8076 -0.5025 0.9574
C 2.1583 -0.1453 -0.5467
C 0.0181 -1.1949 -0.2761
C 1.2797 0.8129 -1.3672
C -1.8207 0.4554 0.3732
C -0.6426 0.1478 -0.1781
H -2.3433 -1.4426 1.2349
H -3.6060 -0.7009 0.2433
H 1.8388 1.7245 -1.5814
H -3.2532 -0.0416 1.8373
H 2.2090 -0.3968 1.7846
H -0.4520 -1.9201 0.3899
H -1.5667 2.3142 0.0234
H 2.8547 -0.6561 -1.2314
H 0.9834 0.3376 -2.3128
H -0.0350 -1.5885 -1.3045

***

No. 11
21
Properties=species:S:1:pos:R:3 method="wB97M-V/def2-TZVPD" gap_ev=7.07 charge=-1 lumo_energy_ev=3.5 e_homo_ev=-3.559 de_lowest_kj_mol=121.8 total_energy_ha=-838.29980 max_force_ev_per_a=0.93
S -0.1562 -0.5731 1.7605
O -2.4667 -0.4372 -0.6551
O 2.0071 -3.0224 1.8849
O -2.9842 1.1547 2.0382
N 0.4090 1.0894 -1.7830
C 0.2618 0.9017 0.7386
C -1.2627 -0.4422 -0.7675
C -0.4616 0.8629 -0.6231
C 1.3768 0.0269 -2.0407
H -1.2556 1.6059 -0.7161
H 1.8267 -2.4389 1.1373
H 1.3436 0.9790 0.6239
H 1.4531 -0.7443 -1.2705
H 0.9184 1.9526 -1.6951
H 1.1397 -0.5057 -2.9737
H -0.7041 -1.3292 -1.1024
H -2.1644 0.8325 2.4608
H -3.0869 0.5100 1.3240
H 1.5235 -2.5963 2.5997
H -0.1075 1.7756 1.2745
H 2.3903 0.3982 -2.2151

***

No. 12
30
Properties=species:S:1:pos:R:3 method="wB97M-V/def2-TZVPD" gap_ev=2.71 charge=+2 lumo_energy_ev=-14.1 e_homo_ev=-16.767 de_lowest_kj_mol=206.2 total_energy_ha=-991.63344 max_force_ev_per_a=4.94
In 0.4691 -2.9287 -0.6437
O -1.5132 0.9552 -2.4406
O 1.2827 -0.1222 -0.2974
O -1.3705 -0.6744 -0.7973
O -3.3655 0.0244 -1.8397
O 0.7350 -2.2394 2.2145
O 1.0845 1.8004 1.0674
O 2.8101 1.4915 -0.2098
C 0.5612 -2.1486 3.6018
C 1.6522 0.9576 0.0922
C -2.0160 0.0343 -1.5630
C -0.0202 1.3694 1.8400
C 3.7121 0.8848 -1.0843
C -0.1422 1.1179 -2.6790
C -4.0954 -0.7754 -0.9800
H -0.0884 1.5841 -3.6628
H 4.4512 1.5944 -1.4561
H 1.4641 -2.0063 4.1956
H 4.4858 0.2926 -0.5957
H -0.6376 0.7601 1.1799
H 0.0260 -1.2138 3.7686
H 3.2366 0.4877 -1.9811
H -5.1114 -1.0300 -1.2818
H -0.5478 2.2174 2.2767
H 0.2846 0.1187 -2.5920
H -3.5808 -1.7091 -0.7531
H -0.0978 -2.9544 3.9249
H 0.2109 1.8331 -1.9361
H 0.2463 0.6395 2.6044
H -4.1260 -0.3608 0.0276